{"formula": "C12H36KN6O2P2", "method": "ωB97M-V/def2-TZVPD", "species": ["K", "O", "P", "N", "C", "C", "N", "C", "C", "N", "C", "C", "H", "H", "H", "H", "H", "H", "H", "H", "H", "H", "H", "H", "H", "H", "H", "H", "H", "H", "O", "P", "N", "C", "C", "N", "C", "C", "N", "C", "C", "H", "H", "H", "H", "H", "H", "H", "H", "H", "H", "H", "H", "H", "H", "H", "H", "H", "H"], "coordinates": [[0.09, 2.19, 2.76], [1.26, 1.11, 0.47], [2.45, 0.53, -0.17], [3.26, -0.64, 0.93], [2.29, -1.32, 1.82], [4.63, -1.05, 1.01], [3.67, 1.68, -0.54], [4.78, 2.08, 0.45], [3.43, 2.64, -1.63], [2.18, -0.42, -1.61], [3.33, -0.87, -2.45], [1.08, -0.07, -2.44], [1.30, -0.89, 1.95], [2.63, -1.27, 2.85], [2.16, -2.27, 1.29], [5.16, -0.80, 0.09], [4.82, -2.08, 1.32], [5.18, -0.35, 1.64], [5.73, 1.73, 0.04], [4.69, 3.16, 0.53], [4.69, 1.74, 1.48], [3.17, 2.18, -2.58], [2.66, 3.39, -1.39], [4.30, 3.29, -1.70], [2.90, -1.77, -2.87], [3.53, -0.15, -3.25], [4.27, -0.95, -1.91], [0.16, 0.34, -2.02], [0.74, -1.00, -2.90], [1.46, 0.61, -3.20], [-1.31, -0.04, 1.68], [-2.53, -0.29, 0.92], [-2.43, -1.44, -0.29], [-1.27, -2.36, -0.43], [-3.46, -1.59, -1.32], [-3.04, 1.18, 0.05], [-2.78, 1.39, -1.36], [-3.35, 2.41, 0.77], [-3.85, -0.73, 1.98], [-3.47, -1.44, 3.12], [-5.26, -0.69, 1.54], [-1.39, -3.15, -1.17], [-1.04, -2.88, 0.50], [-0.40, -1.85, -0.85], [-3.01, -1.38, -2.30], [-4.44, -1.14, -1.20], [-3.64, -2.64, -1.14], [-2.17, 2.28, -1.52], [-2.36, 0.61, -1.99], [-3.78, 1.49, -1.78], [-2.59, 3.12, 0.46], [-4.27, 2.82, 0.35], [-3.29, 2.26, 1.85], [-2.47, -1.22, 3.50], [-4.28, -1.24, 3.82], [-3.45, -2.45, 2.71], [-5.99, -0.37, 2.28], [-5.35, -1.61, 0.96], [-5.29, 0.18, 0.88]], "charge": 1, "orbital_gap_ev": 7.701, "homo_energy_ev": -10.71}



{"formula": "C47H44AsCrGeN3O11S", "method": "ωB97M-V/def2-TZVPD", "species": ["Cr", "O", "C", "O", "C", "C", "C", "C", "C", "C", "N", "C", "C", "C", "C", "C", "C", "N", "H", "H", "H", "H", "H", "H", "H", "H", "H", "H", "O", "As", "O", "O", "C", "C", "C", "C", "C", "C", "S", "O", "O", "O", "H", "H", "H", "H", "H", "C", "O", "H", "H", "H", "O", "C", "O", "C", "C", "Ge", "C", "C", "C", "C", "C", "C", "C", "C", "C", "C", "C", "C", "C", "C", "C", "C", "C", "C", "H", "H", "H", "H", "H", "H", "H", "H", "H", "H", "H", "H", "H", "H", "H", "H", "H", "H", "H", "C", "C", "C", "C", "N", "C", "C", "H", "H", "H", "H", "H", "H", "H"], "coordinates": [[-0.41, 0.16, -0.38], [6.47, -3.51, 1.91], [5.52, -3.66, 0.95], [5.62, -4.54, 0.15], [4.39, -2.68, 1.00], [3.96, -2.11, 2.20], [2.92, -1.21, 2.21], [2.31, -0.85, 1.01], [2.72, -1.43, -0.18], [3.75, -2.35, -0.18], [1.25, 0.10, 0.97], [1.23, 1.07, 1.80], [0.12, 2.04, 1.76], [0.03, 3.09, 2.65], [-1.04, 3.97, 2.52], [-1.96, 3.76, 1.52], [-1.80, 2.68, 0.66], [-0.78, 1.85, 0.79], [6.31, -2.68, 2.38], [4.39, -2.42, 3.15], [2.54, -0.84, 3.16], [2.21, -1.16, -1.10], [4.08, -2.81, -1.10], [2.03, 1.22, 2.53], [0.78, 3.22, 3.42], [-1.15, 4.80, 3.21], [-2.81, 4.42, 1.39], [-2.50, 2.45, -0.13], [-0.97, -3.79, -1.95], [-1.41, -2.04, -2.10], [-1.55, -1.73, -3.70], [0.01, -1.47, -1.32], [-3.16, -2.36, -1.29], [-3.91, -3.19, -2.13], [-5.16, -3.64, -1.77], [-5.70, -3.28, -0.54], [-4.98, -2.46, 0.31], [-3.72, -1.99, -0.06], [-2.99, -0.86, 1.10], [-3.26, -1.38, 2.42], [-3.54, 0.45, 0.83], [-1.52, -0.95, 0.80], [-0.03, -3.80, -1.75], [-3.48, -3.47, -3.09], [-5.72, -4.28, -2.44], [-6.67, -3.64, -0.24], [-5.37, -2.17, 1.27], [-2.26, 1.10, -2.54], [-1.90, 0.19, -1.55], [-3.23, 1.56, -2.30], [-2.34, 0.59, -3.50], [-1.51, 1.90, -2.64], [2.75, 1.56, -2.27], [1.61, 1.12, -2.41], [0.67, 1.28, -1.54], [1.28, 0.32, -3.65], [2.36, -0.72, -3.95], [4.21, -0.09, -3.89], [5.14, -1.43, -5.03], [4.67, -2.74, -5.16], [5.35, -3.68, -5.93], [6.52, -3.32, -6.59], [7.00, -2.02, -6.48], [6.31, -1.09, -5.71], [5.33, -0.09, -2.27], [6.29, -1.10, -2.11], [7.13, -1.13, -1.00], [7.03, -0.15, -0.03], [6.09, 0.86, -0.17], [5.25, 0.89, -1.27], [4.45, 1.56, -4.89], [5.40, 2.52, -4.53], [5.59, 3.66, -5.30], [4.84, 3.86, -6.44], [3.89, 2.92, -6.82], [3.71, 1.78, -6.05], [1.24, 1.04, -4.47], [0.30, -0.16, -3.56], [2.23, -1.09, -4.98], [2.23, -1.60, -3.31], [3.76, -3.04, -4.65], [4.97, -4.69, -6.01], [7.05, -4.05, -7.19], [7.91, -1.74, -7.00], [6.70, -0.08, -5.64], [6.39, -1.87, -2.86], [7.86, -1.93, -0.90], [7.68, -0.18, 0.84], [6.00, 1.63, 0.59], [4.52, 1.68, -1.37], [5.99, 2.37, -3.63], [6.33, 4.39, -5.00], [4.99, 4.75, -7.04], [3.30, 3.07, -7.71], [2.97, 1.05, -6.36], [-2.86, -4.41, 5.24], [-1.82, -3.72, 4.41], [-1.09, -2.65, 4.91], [-0.17, -2.02, 4.08], [0.08, -2.39, 2.83], [-0.62, -3.42, 2.36], [-1.56, -4.11, 3.10], [-2.57, -4.45, 6.29], [-3.04, -5.43, 4.89], [-3.81, -3.87, 5.18], [-1.25, -2.29, 5.92], [0.38, -1.16, 4.45], [-0.43, -3.69, 1.32], [-2.11, -4.92, 2.65]], "charge": -1, "orbital_gap_ev": [7.210, 7.296], "s_squared": 3.770, "multiplicity": 4, "homo_energy_ev": [-6.25, -6.41]}



{"formula": "C12H34LiN2O6", "method": "ωB97M-V/def2-TZVPD", "species": ["Li", "C", "C", "C", "O", "C", "N", "H", "H", "H", "H", "H", "H", "H", "H", "H", "H", "H", "C", "C", "C", "O", "C", "N", "H", "H", "H", "H", "H", "H", "H", "H", "H", "H", "H", "C", "C", "O", "O", "H", "H", "H", "H", "H", "H", "C", "C", "O", "O", "H", "H", "H", "H", "H", "H"], "coordinates": [[-0.01, 0.41, -1.26], [-2.51, -0.33, 0.68], [-2.05, 1.17, 0.78], [-2.34, 1.77, 2.24], [-3.67, 1.45, 2.47], [-4.28, 2.01, 3.61], [-0.56, 1.22, 0.62], [-3.59, -0.27, 0.81], [-2.09, -0.81, 1.57], [-2.25, -0.79, -0.27], [-2.36, 1.77, -0.07], [-2.21, 2.85, 2.25], [-1.71, 1.19, 2.92], [-3.72, 1.89, 4.54], [-5.24, 1.53, 3.78], [-4.53, 3.07, 3.56], [-0.27, 2.15, 0.89], [-0.12, 0.59, 1.29], [1.37, -3.76, 0.12], [0.66, -2.46, 0.66], [1.47, -1.83, 1.83], [0.83, -0.70, 2.44], [1.56, -0.10, 3.54], [0.77, -1.56, -0.48], [1.48, -4.45, 0.96], [2.36, -3.55, -0.30], [0.82, -4.26, -0.67], [-0.36, -2.55, 1.04], [2.45, -1.39, 1.60], [1.47, -2.59, 2.60], [1.08, 0.71, 4.09], [2.49, 0.19, 3.06], [1.82, -0.85, 4.28], [0.45, -2.14, -1.24], [1.72, -1.35, -0.75], [3.56, -0.05, -2.27], [3.26, 1.35, -1.71], [1.92, 1.32, -1.13], [3.48, -1.02, -1.27], [4.49, -0.04, -2.84], [2.81, -0.33, -3.01], [3.25, 2.11, -2.49], [4.00, 1.64, -0.96], [2.00, 1.62, -0.22], [3.72, -1.85, -1.70], [-1.28, 0.05, -4.00], [-1.43, 1.46, -3.44], [-0.34, 1.88, -2.70], [-0.82, -0.71, -2.94], [-0.51, -0.14, -4.75], [-2.22, -0.30, -4.41], [-2.31, 1.38, -2.81], [-1.62, 2.16, -4.26], [-0.14, 2.79, -2.94], [-0.75, -1.58, -3.34]], "charge": 1, "orbital_gap_ev": 9.674, "homo_energy_ev": -12.05}



Computed values of maximum force (unit: eV/Å) for the preceding records, in sequence: 5.3; 1.6; 3.0.
Computed values of relative energy (zero: lowest compared OMol25 entry of this formula, charge and spin) (unit: kJ/mol) for the preceding records, in sequence: 384.41; 0.00; 0.00.